(1)
Here is C26H25HgN7O8P2 as an isolated structure at a distorted geometry from the OMol25 dataset. Energies are from ωB97M-V with the def2-TZVPD basis set.

Structure (XYZ):
```
69
Properties=species:S:1:pos:R:3:forces:R:3:mulliken_spin:R:1
Hg 0.094801 0.215200 -0.117457 0.545 -0.267 -0.028 -0.018
C 2.258189 3.371855 2.151364 0.189 -0.112 0.001 0.059
C 1.359165 4.449936 2.070256 -0.211 -0.090 -0.027 0.018
C 0.051923 4.196105 1.770924 0.219 0.144 0.029 0.025
C -0.399752 2.867324 1.503736 -0.442 -0.301 0.016 -0.005
N 0.513540 1.841587 1.515917 -0.160 0.429 0.207 0.064
C 1.779759 2.117665 1.866984 0.035 0.151 0.022 -0.026
N -1.718726 2.738943 1.280209 0.278 0.123 -0.068 0.024
C -2.377800 1.669313 0.833633 -0.014 -0.009 0.008 0.197
N -1.911835 0.427599 0.500414 -1.027 0.145 0.346 -0.056
C -2.898137 -0.295590 -0.111118 -0.008 0.051 0.096 0.195
N -2.842741 -1.529789 -0.614665 0.170 -0.338 -0.071 0.041
C -1.771883 -2.264504 -0.937845 -0.245 0.558 0.114 0.006
C -2.039013 -3.613346 -1.330499 0.147 -0.308 -0.101 0.025
C -1.041007 -4.438847 -1.758682 -0.146 0.185 0.085 0.018
C 0.274156 -3.943380 -1.828729 0.208 0.025 -0.024 0.056
C 0.486456 -2.645651 -1.440402 0.037 -0.161 -0.086 -0.023
N -0.469165 -1.822802 -0.980672 -0.246 -0.410 -0.034 0.062
C -4.111046 0.494079 -0.106070 0.245 0.177 0.076 0.100
C -5.381420 0.277390 -0.631141 -0.170 0.017 -0.007 0.006
C -6.305271 1.303318 -0.548587 -0.032 -0.166 -0.051 0.029
C -5.981241 2.528502 0.056203 0.097 0.154 0.108 0.043
C -4.722849 2.751301 0.586166 -0.154 0.011 -0.037 -0.003
C -3.784842 1.728423 0.493884 0.140 -0.222 -0.073 0.109
H 3.300176 3.515639 2.403804 -0.023 -0.023 0.035 0.006
H 1.702328 5.462153 2.248612 -0.045 0.016 0.009 0.002
H -0.686726 4.982970 1.709543 -0.013 -0.006 0.012 0.004
H 2.439115 1.261367 1.938384 0.032 -0.066 -0.114 0.004
H -3.067365 -3.941940 -1.282331 -0.018 0.044 0.013 0.002
H -1.255718 -5.457577 -2.059339 -0.049 -0.002 0.020 0.002
H 1.097147 -4.550947 -2.179882 -0.004 0.035 -0.020 0.005
H 1.485671 -2.222453 -1.499015 -0.025 0.048 0.025 0.002
H -5.628208 -0.664518 -1.105196 0.036 0.001 -0.005 0.007
H -7.296358 1.169619 -0.967018 0.005 -0.020 0.013 0.004
H -6.726384 3.314936 0.094527 -0.009 -0.019 0.015 0.005
H -4.461331 3.692921 1.052807 0.024 0.006 -0.039 0.005
C 1.870095 3.926448 -1.797266 0.039 -0.084 -0.012 0.002
C 1.536687 2.946121 -2.899786 -0.350 -0.727 0.018 -0.002
O 1.994704 3.422235 -4.156050 0.134 0.114 -0.038 0.000
P 2.300666 1.294332 -2.565802 0.267 0.173 -0.326 -0.002
O 1.865331 0.365895 -3.764818 -0.468 0.236 -0.127 0.000
O 3.878092 1.432644 -2.750533 0.002 -0.018 0.095 0.000
O 2.031895 0.729031 -1.212511 0.399 -0.009 0.025 0.002
P -0.276403 2.496300 -3.038845 -0.169 0.160 0.165 0.004
O -1.067282 3.905682 -3.008675 0.071 -0.106 0.191 0.000
O -0.357061 1.893931 -4.407400 0.257 -0.018 -0.153 0.000
O -0.661584 1.698727 -1.835622 -0.029 0.421 -0.360 0.002
H 2.948295 4.094525 -1.771730 0.000 0.052 0.071 -0.001
H 1.541487 3.534577 -0.833288 0.030 0.045 0.032 -0.001
H 1.365982 4.872775 -1.991497 -0.010 0.000 -0.008 0.001
H 1.382310 3.073781 -4.824398 -0.018 -0.058 0.073 0.000
H 0.981057 0.655440 -4.143171 0.298 -0.018 0.116 0.000
H 4.347593 0.927636 -2.062876 -0.042 0.025 -0.071 0.000
H -1.464512 4.004326 -2.128476 0.039 -0.014 -0.173 0.000
N 6.441275 -2.471082 0.038426 -0.120 0.081 0.113 0.000
C 5.355919 -1.644914 -0.104161 0.494 0.016 -0.212 0.000
O 5.433073 -0.621921 -0.762097 -0.115 0.023 -0.001 0.000
C 4.098607 -2.086429 0.542928 -0.537 -0.249 0.307 -0.002
C 3.824461 -3.381686 0.981815 0.076 0.279 -0.152 0.002
C 2.572694 -3.647789 1.506578 -0.049 -0.188 0.113 -0.001
C 1.633139 -2.630940 1.577792 0.031 0.210 -0.088 0.003
N 1.887735 -1.383128 1.180585 0.179 -0.196 0.210 0.001
C 3.094404 -1.133314 0.693080 0.331 0.136 -0.157 0.000
H 7.316365 -2.086544 -0.277312 0.002 -0.007 -0.034 0.000
H 6.479334 -3.098867 0.821743 0.012 -0.034 -0.011 0.000
H 4.555332 -4.175332 0.888569 -0.018 -0.034 -0.038 0.000
H 2.311842 -4.642801 1.840422 -0.002 0.004 -0.010 0.000
H 0.632868 -2.812778 1.952599 -0.012 -0.048 -0.024 0.000
H 3.297241 -0.125647 0.361187 -0.088 0.031 0.003 0.001
```
Positions in Å, forces in eV/Å.

Values from the calculation:
ΔE to the lowest compared entry with this formula, charge and spin: 0.0 kcal/mol
spin multiplicity: 2
Kohn-Sham gap (spin up / spin down): 4.0 / 6.4 eV
charge: -1

(2)
Here is a 5-piece molecular cluster, C22H34BrCl2O17 overall at a distorted geometry from the OMol25 dataset. Energies are from ωB97M-V with the def2-TZVPD basis set.

Structure (XYZ):
```
76
Properties=species:S:1:pos:R:3:forces:R:3:lowdin_charge:R:1
C 5.075162 2.755592 0.643919 0.650 1.097 0.898 -0.091
C 5.379745 1.903790 1.958864 -1.354 -2.364 -0.680 -0.614
Cl 6.563768 2.603752 3.163375 -1.445 -0.655 -1.523 0.529
C 4.769268 0.641938 2.175304 1.985 2.206 -0.191 -0.448
Cl 5.279331 -0.237044 3.722522 -0.763 0.877 -2.096 0.601
C 3.731604 -0.086954 1.202890 -1.701 -0.525 1.778 -0.270
C 2.946827 -1.148276 2.166189 -2.118 -6.009 2.566 -0.558
O 2.189949 -0.739344 3.132655 2.264 0.810 -3.191 -0.091
O 3.008554 -2.520749 1.974239 0.792 6.334 -0.648 -0.154
O 4.216246 -0.792345 0.030234 -0.816 2.855 -1.947 0.075
C 3.770313 -0.065024 -1.141003 1.149 -0.025 -2.097 -0.347
O 4.189964 -0.298897 -2.300763 -1.913 1.074 5.018 0.075
O 2.831996 0.994245 -0.833848 2.630 -2.544 0.859 0.019
C 2.503318 0.714890 0.577901 -1.345 -0.960 0.887 -0.194
C 1.782671 1.872441 1.428029 -0.285 -0.196 -0.432 -0.118
C 0.196957 1.692385 1.220722 -0.444 0.783 0.630 -0.259
C -0.590904 1.167964 2.515891 -0.986 -1.087 -1.709 -0.598
Br -0.515122 2.446336 4.035232 0.092 -0.640 -0.682 0.546
H 5.905566 3.547536 0.487192 -1.225 -1.421 0.413 0.081
H 4.116776 3.370900 0.840220 1.448 -1.174 -0.583 0.080
H 5.032179 2.151366 -0.321952 -0.195 0.643 1.598 0.087
H 1.724331 -0.132620 0.434167 1.082 1.387 0.650 0.155
H 2.061078 2.933825 1.096498 -0.198 -1.674 0.215 0.106
H 2.040354 1.803731 2.554199 -0.296 -0.272 -1.979 0.116
H -0.232896 2.725305 0.953822 0.467 -1.520 0.447 0.104
H -0.091013 0.997015 0.350677 0.662 0.887 1.318 0.117
H -1.704921 1.100095 2.207322 1.776 0.289 0.691 0.067
H -0.300232 0.101832 2.841414 0.061 1.975 -0.241 0.073
C -0.919098 6.026913 7.949131 0.105 -0.126 0.415 -0.047
O -1.038546 6.192536 6.537888 -0.324 0.329 -0.249 -0.001
C -1.987731 7.065816 6.163119 0.136 -0.157 -0.073 -0.597
O -2.710848 7.689354 6.902932 0.272 -0.220 -0.299 0.114
O -1.992125 7.124592 4.820562 0.071 -0.055 0.439 0.000
C -2.959056 8.020433 4.277661 -0.246 0.224 -0.222 -0.050
H -0.125504 5.301929 8.133454 -0.073 0.066 -0.314 0.096
H -0.643179 6.970182 8.426109 -0.192 -0.060 -0.044 0.096
H -1.848050 5.637179 8.371521 0.052 0.195 -0.036 0.098
H -2.764929 9.043620 4.607801 -0.118 -0.139 0.099 0.096
H -3.969569 7.710408 4.553490 0.126 0.124 0.105 0.097
H -2.872065 7.986162 3.191002 0.197 -0.192 0.169 0.093
C 4.402142 -3.368292 -2.806838 -0.006 0.445 0.474 -0.031
O 4.196934 -4.176297 -3.970059 0.399 -0.225 -0.743 -0.001
C 5.126510 -4.017778 -4.923621 -0.286 0.125 0.543 -0.600
O 6.078842 -3.277513 -4.872685 -0.319 -0.394 -0.206 0.120
O 4.812614 -4.830502 -5.951296 0.032 0.092 0.121 -0.010
C 5.722905 -4.765418 -7.045380 0.161 -0.016 -0.251 -0.060
H 3.593444 -3.579085 -2.105891 0.018 -0.166 -0.251 0.100
H 5.349699 -3.620021 -2.325284 -0.052 0.107 -0.146 0.105
H 4.368361 -2.307241 -3.062790 0.187 -0.308 0.029 0.069
H 6.723836 -5.072422 -6.733047 -0.065 0.201 -0.003 0.095
H 5.742583 -3.759586 -7.471388 0.135 -0.067 0.149 0.096
H 5.373036 -5.458248 -7.812061 -0.171 0.013 0.250 0.089
C 0.133722 -2.786557 0.848518 0.458 -0.232 0.545 -0.030
O -0.632628 -1.914665 0.008388 -0.697 -0.118 -0.683 -0.015
C -1.432461 -2.546679 -0.863135 0.426 0.134 0.404 -0.600
O -1.548117 -3.742724 -0.984788 -0.125 0.506 -0.074 0.117
O -2.086960 -1.613359 -1.581315 0.081 -0.125 0.117 -0.009
C -2.980109 -2.146615 -2.555401 -0.204 -0.062 -0.249 -0.050
H 0.741204 -2.167416 1.509372 -0.104 0.000 -0.179 0.058
H -0.524116 -3.405304 1.463635 0.007 -0.014 -0.216 0.102
H 0.801975 -3.408775 0.250376 -0.153 0.051 0.092 0.101
H -3.762505 -2.740193 -2.076648 0.172 -0.086 -0.093 0.083
H -2.436536 -2.744070 -3.290864 -0.098 -0.084 0.179 0.099
H -3.451271 -1.309806 -3.072941 0.195 0.075 0.222 0.092
C -8.858931 -2.543089 -5.602632 -0.273 0.112 -0.292 -0.051
O -7.762276 -2.944943 -4.784727 0.015 -0.036 0.407 -0.002
C -8.032919 -2.958805 -3.467828 0.152 -0.044 0.055 -0.599
O -9.087955 -2.668741 -2.957775 0.420 -0.120 -0.250 0.119
O -6.923984 -3.351900 -2.819472 -0.337 0.137 -0.385 -0.005
C -7.065015 -3.413601 -1.400914 0.045 -0.038 0.501 -0.045
H -8.527148 -2.568929 -6.641305 0.213 -0.082 0.222 0.093
H -9.697305 -3.234275 -5.490298 0.037 0.169 0.116 0.097
H -9.164892 -1.522202 -5.362865 -0.070 -0.177 0.088 0.098
H -7.831598 -4.139621 -1.120797 -0.023 0.201 -0.055 0.098
H -7.299184 -2.427454 -0.993673 -0.131 -0.143 -0.077 0.100
H -6.112063 -3.740681 -0.983152 -0.017 0.024 -0.324 0.091
```
Positions in Å, forces in eV/Å.

Values from the calculation:
Kohn-Sham gap: 7.2 eV
charge: -1

(3)
Here is C23H21AuN2O5PS as an isolated structure at a distorted geometry from the OMol25 dataset. Energies are from ωB97M-V with the def2-TZVPD basis set.

Structure (XYZ):
```
54
Properties=species:S:1:pos:R:3:forces:R:3:mulliken_spin:R:1
Au -0.238453 -0.152131 -0.236790 0.144 0.013 -0.265 0.532
O 3.360888 0.090703 -0.698932 -0.527 -0.473 0.544 0.056
C 2.561360 0.732417 -0.069940 1.523 1.436 -1.524 0.039
O 1.600770 0.348593 0.713596 0.081 -0.629 0.780 0.635
C 2.607779 2.271716 -0.107752 -0.519 -0.920 0.268 0.086
C 3.869711 2.849915 -0.150152 0.188 0.261 0.198 -0.004
C 3.969131 4.228987 -0.167450 0.141 -0.287 -0.077 0.022
C 2.819089 5.010055 -0.112525 -0.180 0.171 0.077 0.039
C 1.569633 4.423189 -0.069948 0.022 -0.138 -0.125 -0.016
C 1.445286 3.028398 -0.070641 -0.384 0.209 0.038 0.047
P -0.289548 2.378400 0.018031 0.702 0.270 -0.152 0.159
C -0.734189 3.045754 1.635157 -0.419 -0.267 0.020 0.037
C -0.277025 2.371877 2.765472 -0.044 -0.032 -0.107 0.006
C -0.636439 2.822582 4.023549 0.027 0.017 0.077 -0.007
C -1.453650 3.936665 4.156394 0.000 0.063 -0.077 0.010
C -1.890205 4.617976 3.029004 0.003 0.060 0.062 -0.002
C -1.536420 4.175507 1.765314 0.084 -0.079 -0.131 0.003
C -1.057384 3.231297 -1.377075 -0.117 -0.161 -0.046 0.035
C -0.257571 3.455454 -2.504882 -0.020 -0.029 0.097 0.025
C -0.798917 4.032616 -3.639045 0.003 -0.027 -0.073 -0.012
C -2.148402 4.352927 -3.680547 0.011 0.005 0.011 0.030
C -2.952122 4.118215 -2.573738 -0.005 -0.014 -0.031 -0.009
C -2.415759 3.557097 -1.427554 0.061 -0.075 0.137 0.020
H 4.748206 2.220922 -0.168841 -0.017 -0.026 -0.047 -0.001
H 4.945200 4.691143 -0.225145 -0.014 0.032 0.011 0.001
H 2.898608 6.088947 -0.083418 0.018 -0.008 -0.013 0.001
H 0.679269 5.036590 -0.013771 0.041 0.055 -0.053 0.002
H 0.345366 1.491436 2.659402 -0.019 -0.022 0.052 0.009
H -0.289372 2.301989 4.905923 0.011 -0.030 -0.028 0.000
H -1.750488 4.279876 5.138237 0.022 -0.016 0.011 0.000
H -2.514177 5.495876 3.131785 0.002 -0.007 0.003 0.000
H -1.876211 4.706655 0.886641 -0.060 0.019 0.034 0.001
H 0.789466 3.182123 -2.497537 0.011 0.025 -0.031 0.001
H -0.168569 4.221910 -4.497352 -0.002 -0.040 -0.008 0.000
H -2.575169 4.771427 -4.582267 0.002 0.045 0.021 0.001
H -4.006321 4.357783 -2.610118 0.007 0.019 0.027 0.000
H -3.047095 3.352602 -0.577699 -0.066 -0.054 0.041 0.001
C -4.711320 -0.378542 0.140141 0.414 -0.117 -0.175 0.011
S -2.978798 -0.088987 0.376905 -0.677 0.522 0.361 0.010
O -2.802923 1.331250 0.624226 -0.219 -0.015 0.004 0.008
O -2.512028 -0.929683 1.469789 0.060 -0.337 -0.053 -0.003
O -2.308401 -0.477876 -0.914347 -0.030 0.003 0.012 0.122
H -5.186587 -0.286024 1.113128 0.011 0.037 -0.007 0.002
H -4.831941 -1.381563 -0.261086 -0.073 -0.016 0.029 -0.001
H -5.079862 0.368384 -0.557563 -0.033 -0.022 0.002 0.001
N -0.866269 -3.046627 0.409245 -0.115 -0.027 0.069 0.000
C -0.774546 -4.352603 0.133647 0.076 -0.062 -0.048 -0.001
C 0.117547 -4.494173 -0.909763 -0.020 0.033 0.021 0.005
C 0.519949 -3.194244 -1.221042 0.054 -0.039 0.019 -0.002
N -0.083671 -2.332072 -0.409387 -0.090 0.571 0.025 0.094
H -1.481223 -2.545286 1.049901 -0.057 -0.016 -0.038 0.003
H -1.329608 -5.090514 0.686905 -0.032 0.054 0.037 0.000
H 0.432896 -5.409351 -1.377250 0.004 0.013 -0.008 0.001
H 1.207809 -2.855876 -1.977239 0.014 0.054 0.028 0.001
```
Positions in Å, forces in eV/Å.

Values from the calculation:
ΔE to the lowest compared entry with this formula, charge and spin: 2.1 kcal/mol
spin multiplicity: 3
Kohn-Sham gap (spin up / spin down): 8.8 / 4.6 eV
charge: +1